No. 1
The following is a DFT calculation (ωB97M-V/def2-TZVPD) of a single C4H12N2O molecule in a non-equilibrium geometry.

Geometry as XYZ:
```
19
Properties=species:S:1:pos:R:3:forces:R:3
C -0.3195 0.7768 -0.2934 0.53 -1.86 -1.41
C -0.1837 -1.2692 1.0562 2.22 -4.73 0.63
C 1.0341 1.3949 0.0296 -0.21 -0.20 -0.04
C -0.7575 1.0796 -1.7171 0.06 0.07 0.24
N -0.0705 -0.8954 -0.2893 -0.77 4.88 -0.16
N 0.7454 -2.5989 1.2061 -1.42 1.64 1.07
O -1.3327 1.2966 0.5356 0.11 -0.72 0.06
H -1.0275 1.3355 1.4489 0.05 -0.04 -0.03
H -0.8019 -1.3301 -0.8425 -0.13 0.23 0.02
H 1.7107 -2.3796 0.9764 -0.34 0.19 -0.20
H 0.4394 -3.3595 0.6051 -0.13 0.45 -0.06
H 0.2429 -0.5788 1.7856 -0.09 0.08 -0.30
H -1.1761 -1.6053 1.3696 0.10 0.19 0.16
H 1.7857 1.0084 -0.6530 0.05 -0.04 0.01
H -0.0487 0.6600 -2.4252 0.04 -0.05 -0.05
H 1.3418 1.1672 1.0499 0.06 -0.03 0.07
H 0.9842 2.4795 -0.0782 -0.09 -0.02 0.03
H -0.8200 2.1572 -1.8685 0.02 0.02 0.01
H -1.7460 0.6611 -1.8960 -0.05 -0.06 -0.02
```
Positions in Å, forces in eV/Å.

Its HOMO energy is -8.52 eV. The gap between HOMO and LUMO comes out at 9.366 eV. The value obtained for the largest force on an atom is 5.3 eV Å⁻¹. Its spin multiplicity is 1. The SMILES is CC(C)(O)NCN.

No. 2
The following is a DFT calculation (ωB97M-V/def2-TZVPD) of 8 unconnected molecules or ions with the total composition C20H60N12O8 in a non-equilibrium geometry.

Geometry as XYZ:
```
100
Properties=species:S:1:pos:R:3:forces:R:3
C -17.2432 -17.5397 -0.2996 -2.79 -1.18 -0.46
O -16.0762 -17.6233 -0.4044 5.89 0.29 -0.04
N -18.0136 -18.3626 -0.9697 -1.48 -2.64 -2.64
N -17.9561 -16.8030 0.4669 -0.27 3.26 2.43
H -17.4803 -19.0137 -1.5281 -1.07 0.01 -0.35
H -19.0171 -18.2690 -0.9050 0.22 -0.67 -0.43
H -18.9636 -16.8724 0.4526 0.13 0.36 0.56
H -17.4067 -16.2640 1.1209 -0.89 0.48 0.64
C -14.2308 -16.4276 4.7730 2.54 -0.91 0.30
O -14.7005 -15.7465 5.6114 -2.60 3.68 3.70
N -12.9662 -16.8466 4.9125 1.78 -0.83 0.42
N -14.7978 -16.8146 3.7018 -1.52 -1.49 -3.13
H -12.6104 -17.5028 4.2321 0.55 0.16 0.36
H -12.4822 -16.4406 5.7005 0.08 -0.62 -0.42
H -14.2825 -17.5150 3.1879 -0.75 0.21 -0.80
H -15.6915 -16.3966 3.4855 -0.36 -0.35 -0.73
C -18.1040 -15.8895 3.7314 3.81 1.58 2.67
O -17.2653 -15.6007 2.9092 2.25 1.07 -2.55
N -17.7816 -15.7340 5.0145 1.07 0.14 1.77
N -19.2685 -16.2369 3.4870 -6.36 -2.12 -1.72
H -18.3247 -16.0913 5.7874 0.20 0.17 -0.20
H -16.8208 -15.4370 5.1084 0.13 -0.34 0.89
H -19.6757 -15.8880 2.6311 -0.53 -0.53 -0.29
H -19.8282 -16.6429 4.2232 -0.55 0.23 -0.24
C -11.8038 -18.9396 1.6813 -0.45 0.27 3.30
O -12.8205 -18.6917 2.3657 1.13 -0.43 -1.61
N -11.4274 -20.0710 1.1456 -2.34 -3.66 -1.45
N -10.6956 -18.2379 1.7351 2.12 4.81 0.85
H -10.6234 -20.1191 0.5363 -0.64 -0.55 0.19
H -12.1409 -20.7663 1.3120 0.49 -0.87 -0.90
H -10.6728 -17.5371 2.4620 0.21 0.30 -0.26
H -9.8014 -18.5563 1.3898 -0.58 -0.22 0.32
C -6.8393 -17.7574 10.1794 0.41 -1.91 -0.88
C -7.2212 -17.4718 8.6959 -2.05 0.74 1.86
C -8.7146 -17.9373 8.3448 1.26 -0.35 -1.05
O -8.9504 -17.9898 6.8979 0.75 0.85 1.57
C -10.3325 -18.0531 6.6506 0.11 -0.58 -0.06
N -7.0446 -16.0062 8.5652 -0.16 -0.42 -1.73
H -5.7495 -17.7639 10.1952 0.04 0.64 0.35
H -7.0428 -18.8035 10.4080 -0.34 -0.24 0.03
H -7.2654 -17.1987 11.0128 -0.08 0.53 -0.57
H -6.5056 -17.9790 8.0487 -0.14 0.09 -0.05
H -9.4223 -17.2645 8.8291 -0.05 0.36 -0.06
H -8.9670 -18.9388 8.6931 0.37 -0.21 0.43
H -10.4949 -17.8753 5.5875 -0.07 0.36 0.18
H -10.8607 -17.3862 7.3320 -0.29 0.41 -0.38
H -10.7201 -19.0508 6.8567 -0.07 -0.31 0.10
H -7.3094 -15.8566 7.6021 0.60 0.38 -0.83
H -7.8004 -15.4643 8.9591 -0.26 -0.35 1.09
C -15.2633 -20.6155 1.3604 1.26 1.36 0.48
C -14.5962 -20.9768 0.0280 -0.51 -2.40 2.05
C -14.2338 -22.5130 0.0165 -0.76 0.49 -0.16
O -13.6936 -22.9948 1.3022 -1.40 0.62 -1.78
C -13.2215 -24.3313 1.1688 -0.31 0.64 0.02
N -15.5892 -20.6322 -0.9761 1.27 -0.74 -1.43
H -14.6557 -20.6687 2.2637 0.14 -0.65 -0.01
H -16.2428 -21.0645 1.5250 0.11 -0.09 -0.25
H -15.3351 -19.5330 1.2543 -0.75 0.18 0.19
H -13.5859 -20.5787 -0.0663 -0.60 1.17 -0.42
H -13.6033 -22.7094 -0.8506 1.01 0.00 0.26
H -15.1136 -23.0612 -0.3205 -0.57 -0.41 0.80
H -12.1751 -24.1565 0.9185 0.22 -1.23 -0.01
H -13.7876 -24.9230 0.4495 0.22 0.32 -0.73
H -13.4365 -24.9154 2.0636 0.65 0.48 0.54
H -16.3755 -21.2612 -0.8982 -0.11 0.09 0.17
H -15.8910 -19.6753 -0.8607 0.23 0.21 0.24
C -13.7527 -13.5915 2.0319 1.90 -0.91 -0.15
C -14.8484 -12.6120 2.2837 0.72 -0.24 1.71
C -14.4261 -11.2859 3.0888 0.61 -1.91 0.27
O -13.5768 -11.6138 4.2190 -0.09 0.89 -1.06
C -14.2958 -12.0329 5.3422 -0.07 -0.31 0.10
N -15.5426 -12.2073 1.1439 -1.02 1.65 -2.40
H -14.0982 -14.5354 1.6104 -0.68 -0.06 0.29
H -13.2710 -13.8273 2.9808 0.11 -0.12 0.05
H -12.9583 -13.3695 1.3194 0.21 0.94 -0.08
H -15.4312 -13.2932 2.9036 -1.05 0.83 0.37
H -15.3065 -10.7259 3.4041 -0.23 -0.19 0.10
H -13.8261 -10.6048 2.4852 0.05 -0.23 -0.34
H -14.8242 -12.9525 5.0908 -0.27 -0.10 0.46
H -14.9724 -11.2558 5.6978 -0.37 0.07 -0.09
H -13.5966 -12.2124 6.1589 0.13 -0.20 -0.15
H -15.9824 -12.8603 0.5112 -0.38 -0.90 0.92
H -14.8838 -11.8074 0.4911 0.35 0.62 0.04
C -7.7422 -14.3985 0.5204 -1.43 1.21 0.60
C -8.1486 -15.1841 1.8040 0.65 -0.19 0.22
C -9.5734 -14.9606 2.4162 1.33 0.14 -0.92
O -9.6232 -15.4969 3.7372 1.66 0.27 -1.55
C -10.5953 -14.8474 4.4350 -2.64 0.45 0.98
N -7.9444 -16.6086 1.6278 -0.07 -1.56 -0.58
H -7.2866 -13.4361 0.7533 0.30 -0.06 0.40
H -8.6562 -14.0524 0.0377 -0.15 -0.38 -0.55
H -7.0863 -14.8647 -0.2148 -0.17 -0.51 0.34
H -7.3955 -14.9678 2.5617 -0.30 0.70 0.33
H -10.3082 -15.4324 1.7638 -0.18 -0.44 -0.06
H -9.8801 -13.9151 2.3845 0.40 0.33 0.35
H -10.7467 -15.3616 5.3841 -0.02 0.05 -0.13
H -11.5111 -14.8347 3.8441 -0.55 -0.67 0.22
H -10.5735 -13.7771 4.6400 1.46 0.43 0.03
H -8.7859 -17.1601 1.5389 -0.07 0.63 0.17
H -7.4374 -16.8240 0.7812 0.28 0.19 -0.01
```
Positions in Å, forces in eV/Å.

Its HOMO energy (spin up / spin down) is 0.51 / -6.58 eV. The gap between HOMO and LUMO (spin up / spin down) comes out at 1.493 / 8.555 eV. The value obtained for the largest force on an atom is 6.9 eV Å⁻¹. Its spin multiplicity is 2. Its expectation value of S² is 0.750. Its total charge is -1.

No. 3
The following is a DFT calculation (ωB97M-V/def2-TZVPD) of a molecular structure, C24H28BrN6O3Zr in a non-equilibrium geometry.

Geometry as XYZ:
```
63
Properties=species:S:1:pos:R:3:forces:R:3
Zr 1.9565 0.5585 -0.1872 -1.97 -1.31 -1.80
N 1.5822 1.6018 1.7518 -1.60 -1.04 0.81
C 2.6255 1.3626 2.8163 -0.52 0.53 0.47
C 3.9520 0.9232 2.1995 -0.06 -0.13 -0.27
N 3.9471 1.0748 0.7053 1.01 1.21 -0.19
C 4.3205 2.4861 0.2622 0.52 0.83 0.44
C 3.1686 3.3669 -0.1869 -0.18 -0.26 -0.81
N 2.3372 2.6040 -1.2087 0.24 1.29 -0.68
H 1.2492 2.5601 1.6825 0.37 0.27 0.25
H 0.6760 1.1463 2.0367 0.67 0.28 0.05
H 2.3025 0.5562 3.4814 -0.32 0.34 -0.08
H 2.7264 2.2801 3.4400 -0.02 -0.68 -0.52
H 4.1756 -0.1340 2.4127 0.00 0.50 0.04
H 4.6746 1.5862 2.6530 0.81 -0.31 -0.14
H 4.6819 0.4850 0.2980 -0.21 0.04 0.44
H 5.0423 2.4691 -0.5664 -0.10 -0.46 0.28
H 4.8190 3.0038 1.1018 -0.05 -0.30 -0.39
H 3.5379 4.3237 -0.5927 0.00 -0.47 0.08
H 2.4756 3.6180 0.5946 -0.03 0.24 0.45
H 2.8636 2.5472 -2.1179 -0.59 0.00 1.05
H 1.5381 3.2379 -1.4481 0.49 -0.90 0.14
O 3.5611 -5.3368 -1.4601 -0.69 0.18 2.17
C 3.2293 -4.1242 -0.9604 0.58 -2.62 -0.30
C 2.7875 -3.9570 0.3517 -0.03 1.01 0.75
C 2.5251 -2.6679 0.7678 -0.26 1.17 -0.02
N 2.7536 -1.5521 -0.0163 0.27 -0.36 -1.88
C 3.2097 -1.7913 -1.3057 -0.08 -0.36 0.84
Br 3.6716 -0.2077 -2.4015 -0.11 -1.19 0.92
C 3.4012 -3.0472 -1.8178 0.23 1.36 -0.50
H 3.4732 -6.0509 -0.7353 0.19 1.32 -1.66
H 2.7318 -4.7863 1.0558 -0.24 0.17 -0.22
H 2.0946 -2.3620 1.7379 0.40 -0.83 -0.41
H 3.7537 -3.2133 -2.8266 0.02 0.00 -0.02
O 0.7598 0.1071 -1.9923 -0.85 -0.03 1.73
C -0.3316 -0.0309 -1.2690 -1.13 -0.66 -2.11
N -1.5990 -0.2496 -1.6502 1.66 0.90 0.19
C -2.5171 -0.0958 -0.5450 0.02 -0.69 3.10
C -1.4305 0.1565 0.6417 -3.25 1.72 1.70
O -1.7198 0.5869 1.7582 1.61 -1.41 -2.32
N -0.1744 0.0716 0.0750 1.88 0.51 -0.01
C -3.4528 1.1015 -0.5697 -0.61 1.15 -0.17
C -2.9193 2.3181 -1.0194 -0.03 -0.32 0.27
C -3.6682 3.4993 -1.0424 0.66 0.20 0.27
C -4.8967 3.5398 -0.4376 -1.00 -0.31 -0.55
C -5.4631 2.3291 -0.0316 -1.08 0.30 0.51
C -4.8050 1.1168 -0.0871 1.37 0.33 0.71
C -3.2744 -1.3761 -0.2648 -0.91 -1.12 -1.07
C -4.5539 -1.5518 -0.8761 1.29 -1.24 1.38
C -5.2633 -2.7314 -0.5609 -0.77 2.45 -1.83
C -4.7214 -3.7377 0.1587 0.15 -0.50 0.58
C -3.4395 -3.6264 0.6522 0.86 0.02 -0.41
C -2.6957 -2.4630 0.4285 -1.31 0.29 0.00
H -2.0047 -0.3732 -2.5612 0.56 0.03 -0.62
H -1.8391 2.3594 -1.1966 -0.31 0.05 -0.59
H -3.3075 4.4285 -1.4661 0.46 -0.15 0.09
H -5.4400 4.4920 -0.3689 0.16 -0.60 -0.01
H -6.4906 2.2975 0.3724 0.71 0.25 -0.13
H -5.2932 0.3277 0.4974 0.48 -0.04 -0.84
H -4.9806 -0.8059 -1.5292 -0.06 -0.07 0.10
H -6.2754 -2.7594 -0.9648 0.20 -0.44 0.15
H -5.3107 -4.6104 0.3396 -0.13 -0.48 0.16
H -3.0092 -4.5095 1.1104 0.15 0.31 0.30
H -1.7277 -2.3716 0.8816 0.48 0.04 0.12
```
Positions in Å, forces in eV/Å.

Its HOMO energy is -15.55 eV. The gap between HOMO and LUMO comes out at 5.244 eV. The value obtained for the largest force on an atom is 4.1 eV Å⁻¹. Its spin multiplicity is 1. Its total charge is +3.

Which formula does entry 2 have?
C20H60N12O8

What is the largest force on an atom in the third record?
4.1 eV Å⁻¹

Which value of spin multiplicity does entry 3 give?
1

What is the largest force on an atom in the first record?
5.3 eV Å⁻¹